(1)
52
Properties=species:S:1:pos:R:3:forces:R:3:mulliken_spin:R:1 method="wB97M-V/def2-TZVPD" total_energy_ha=-1287.9104 s_squared=6.0723 total_charge=+1 e_homo_ev="-7.3 / -11.3" de_lowest_ev=0.717 spin_multiplicity=5 lumo_energy_ev="-2.52 / -5.66"
Rh -0.2826 0.0429 -0.4316 0.1 -6.8 -1.2 0.953
Si 0.1165 -0.7731 -4.6964 0.5 -0.1 -2.1 0.103
N 1.1575 -1.4844 0.4577 0.3 -0.9 0.5 0.043
N -1.5955 -1.3494 0.7733 -0.4 -0.4 0.2 0.072
C -0.8221 -1.9588 1.8923 -0.9 0.3 -0.3 0.005
C 0.4943 -2.4790 1.3842 1.2 0.3 -0.7 -0.001
C -3.3845 1.2117 -5.6665 0.3 -0.1 0.7 -0.163
C 1.0058 1.5908 -0.7383 1.6 2.3 0.4 0.169
C -1.3035 1.7850 -0.6233 -1.3 2.1 0.4 0.108
C 2.4571 -0.0910 -6.1138 0.3 -0.6 -0.4 0.004
C 3.7478 -1.6228 -7.4901 -0.2 0.1 0.2 -0.001
C -1.1308 0.2510 -7.0098 -0.7 0.8 -1.2 -0.092
C 1.5323 -1.1171 -5.8571 0.1 -0.1 0.2 0.011
C 2.7924 -2.6278 -7.2706 0.0 0.1 0.2 0.005
C -2.5122 0.3366 -5.0138 -3.9 1.9 1.2 0.581
C -0.8038 1.6502 0.7161 -1.3 1.6 0.3 0.099
C -3.1367 1.6149 -6.9832 -3.3 1.5 2.2 0.561
C -0.6325 -1.3546 -2.0583 -0.8 -0.4 0.5 0.404
C -0.1821 1.7701 -1.5172 0.0 0.6 -0.2 -0.026
C 0.6202 1.5266 0.6443 1.4 1.5 -0.1 0.099
C -2.0115 1.1247 -7.6571 4.2 -2.4 -1.4 0.436
C -1.3277 -0.0821 -5.6561 3.5 -1.5 -1.1 0.453
C 3.5725 -0.3474 -6.9261 -0.1 -0.1 0.1 0.003
C 1.7012 -2.3920 -6.4192 0.5 0.4 -0.4 -0.002
H 0.4166 -1.6003 -2.3101 -0.6 0.6 0.4 0.044
H -1.9340 -2.0449 0.1094 0.1 -0.1 0.4 -0.016
H -2.4233 -0.8523 1.1019 0.3 -0.2 0.1 -0.013
H -2.7312 0.0278 -3.9871 -0.1 0.0 -0.4 0.066
H -2.3521 1.9167 -0.8999 0.5 0.1 0.1 0.015
H 1.1841 -2.6667 2.2139 -0.3 -0.3 0.0 0.002
H -0.2511 -0.1248 -7.5402 -0.3 0.2 0.2 0.014
H 2.0312 1.5278 -1.1122 -0.5 0.1 0.1 0.022
H -1.3987 -2.7782 2.3265 0.2 0.0 0.2 0.004
H -4.2481 1.6016 -5.1262 0.1 -0.2 -0.2 -0.004
H 0.3629 -3.4068 0.8162 0.0 0.1 0.2 0.001
H 4.3152 0.4378 -7.1080 -0.3 -0.3 0.1 0.000
H 0.6540 0.3075 -3.8562 -0.1 0.0 0.6 0.024
H -0.2334 1.8721 -2.5996 0.0 -0.2 0.4 -0.016
H -3.8062 2.3186 -7.4783 0.1 -0.3 0.2 0.025
H -0.1275 -2.0963 -4.0203 -0.1 0.2 -0.4 0.042
H -0.6762 -1.1835 2.6493 0.0 -0.1 -0.1 0.002
H 0.9836 -3.1869 -6.1923 0.3 0.2 -0.2 0.000
H 2.9045 -3.5998 -7.7561 0.0 0.3 0.2 0.000
H -1.1960 -2.2708 -1.8116 0.3 0.3 0.0 -0.024
H -1.8004 1.4431 -8.6786 0.0 -0.2 0.3 0.019
H -1.2415 -0.7643 -2.7613 0.5 -0.1 0.5 -0.023
H 1.6392 -1.9800 -0.2993 -0.2 0.2 0.4 -0.008
H -1.3957 1.6972 1.6337 0.3 -0.1 -0.4 0.007
H 1.2950 1.4564 1.4989 -0.3 -0.1 -0.3 0.006
H 4.6501 -1.8339 -8.0829 -0.6 0.1 0.2 0.000
H 1.8919 -0.9666 0.9490 -0.4 -0.3 -0.1 -0.014
H 2.3014 0.8918 -5.6639 0.2 -0.2 -0.2 -0.001

---

(2)
54
Properties=species:S:1:pos:R:3:forces:R:3:nbo_charge:R:1 method="wB97M-V/def2-TZVPD" total_energy_ha=-1471.3631 total_charge=0 e_homo_ev=-8.1 de_lowest_ev=2.211 lumo_energy_ev=0.66 smiles="CSC[C@@H](C)N1CCC(n2nccc2NC(=O)c2ccccc2C)CC1"
S -2.6189 0.1170 -2.0624 -0.1 -0.1 -0.1 0.161
O 0.7230 -1.4679 -2.1923 0.0 -0.1 0.0 -0.607
N 1.1656 2.2361 0.1849 0.4 -0.1 -0.3 -0.155
N -2.4588 0.3586 1.4751 0.0 0.2 0.0 -0.470
N 1.8541 3.3059 0.5655 -0.1 0.5 0.6 -0.256
N 1.0284 0.6872 -1.6887 -0.5 0.4 -0.3 -0.647
C 2.5993 2.6390 -1.4333 -0.3 -0.1 0.1 -0.327
C 1.4208 -2.7761 0.4572 -0.1 0.0 0.0 -0.654
C -2.4683 1.7631 1.1480 0.1 0.1 -0.2 -0.206
C 3.8013 -2.1709 0.8479 0.0 0.0 0.0 -0.210
C 4.9684 -0.5295 -0.4410 0.1 0.0 0.0 -0.227
C 2.6265 -1.9424 0.1394 0.0 0.1 -0.1 0.014
C 0.0316 1.8326 0.9882 -0.5 -0.2 0.1 -0.049
C 1.5878 1.7882 -1.0292 0.4 0.3 0.0 0.278
C 3.8069 -0.2738 -1.1431 0.0 -0.1 0.0 -0.176
C 1.3966 -0.6275 -1.6285 0.1 -0.2 0.0 0.672
C 2.6251 -0.9444 -0.8412 0.3 -0.2 0.1 -0.106
C -2.5015 -1.0480 -0.6657 -0.3 0.5 -0.3 -0.549
C -3.6066 -1.7923 1.4455 0.0 0.3 -0.1 -0.616
C 4.9591 -1.4676 0.5768 0.0 0.0 0.0 -0.188
C 0.0441 0.3423 1.3143 -0.1 0.1 0.2 -0.428
C 2.7245 3.5600 -0.3904 0.0 -0.2 -0.3 -0.058
C -1.2769 2.2125 0.2928 0.0 0.0 0.3 -0.427
C -4.2782 -0.2884 -2.6636 0.4 0.0 0.3 -0.732
C -1.2213 -0.0356 2.1026 0.2 0.0 -0.1 -0.209
C -3.1833 -0.5625 0.6300 -0.2 -0.4 0.1 -0.039
H -5.0058 -0.1335 -1.8716 -0.2 0.0 0.0 0.210
H -4.0987 -0.0274 0.3463 0.1 -0.1 0.0 0.196
H -4.2952 -1.3199 -3.0061 -0.1 0.0 -0.1 0.215
H -1.3315 1.7294 -0.6822 0.0 0.1 0.0 0.209
H -3.9512 -1.4768 2.4262 0.0 0.0 0.1 0.222
H 3.8203 0.4326 -1.9567 0.0 0.1 0.0 0.215
H 5.8757 0.0003 -0.6885 0.1 0.0 0.0 0.216
H 0.9277 -2.4110 1.3586 -0.1 0.0 0.1 0.214
H 1.7254 -3.8048 0.6399 0.0 -0.1 0.0 0.223
H -1.4421 -1.2392 -0.5199 0.1 -0.1 0.0 0.237
H -3.3993 2.0047 0.6328 0.0 0.0 0.1 0.209
H -1.2331 -1.1107 2.2790 0.0 0.0 0.1 0.206
H -1.3160 3.2928 0.1452 0.1 0.1 -0.1 0.219
H 3.4028 4.3847 -0.3027 0.1 0.2 0.1 0.209
H -2.4477 2.3192 2.0945 0.0 0.1 0.0 0.184
H 0.9316 0.0994 1.9022 0.1 0.0 0.0 0.222
H -4.4842 0.3815 -3.4918 -0.1 0.0 -0.1 0.233
H 3.1509 2.6076 -2.3500 0.1 -0.1 -0.2 0.226
H 0.0806 -0.2292 0.3912 0.0 -0.1 0.0 0.202
H -4.4158 -2.3150 0.9418 0.0 -0.1 -0.1 0.211
H -2.9660 -1.9723 -1.0091 0.1 -0.1 0.0 0.221
H 0.1271 2.4111 1.9148 0.0 -0.1 -0.1 0.229
H 0.1821 0.8459 -2.2278 0.1 -0.1 0.0 0.423
H 0.7130 -2.7682 -0.3656 -0.1 -0.1 0.0 0.248
H -1.1803 0.4650 3.0793 0.1 -0.1 0.0 0.190
H -2.7803 -2.4881 1.5690 0.1 -0.1 0.0 0.200
H 3.8034 -2.9277 1.6197 0.0 -0.1 0.1 0.209
H 5.8573 -1.6662 1.1426 0.1 0.0 0.0 0.214

---

(3)
53
Properties=species:S:1:pos:R:3:forces:R:3:nbo_charge:R:1 method="wB97M-V/def2-TZVPD" total_energy_ha=-1396.1235 total_charge=0 e_homo_ev=-7.6 de_lowest_ev=0.442 lumo_energy_ev=0.76 smiles="Cc1ccc(C)c(NC(=S)N(CCN(C)C)[C@@H](C)c2ccccn2)c1"
S 0.3909 2.3320 -2.6923 0.0 0.4 -0.5 -0.287
N -1.9068 1.6607 1.1513 -0.1 0.1 0.2 -0.452
N 2.6471 -0.8826 0.1067 -0.3 0.1 0.0 -0.463
N 0.8677 1.0337 -0.4291 -0.2 -0.3 -0.4 -0.441
N -1.1704 0.6327 -1.5439 -0.2 0.1 -0.1 -0.620
C -2.9251 -0.9372 -1.0828 0.1 0.1 0.1 -0.067
C -3.9415 0.1139 -1.4120 0.1 -0.1 0.0 -0.643
C -3.3087 -2.2155 -0.7153 0.1 0.0 0.0 -0.183
C -1.0184 -2.9175 -0.5098 -0.1 0.1 0.0 0.006
C -0.6189 -1.6410 -0.8794 -0.1 0.0 -0.2 -0.282
C -0.5006 1.8150 1.4884 0.1 -0.2 -0.1 -0.227
C 4.5444 0.3734 -0.5838 0.0 -0.1 0.1 -0.250
C 4.8010 -1.9039 0.0796 0.0 0.0 0.0 -0.270
C -1.5551 -0.6459 -1.1468 -0.1 -0.6 0.2 0.237
C 0.0083 -3.9641 -0.1988 0.0 0.0 0.1 -0.628
C 0.0365 1.2529 -1.4722 0.1 0.3 -0.3 0.334
C 5.3635 -0.7210 -0.3785 -0.1 0.0 0.0 -0.159
C -2.6004 2.9327 1.1550 0.1 -0.1 0.0 -0.409
C 2.6211 2.6246 0.3350 -0.2 -0.1 -0.2 -0.612
C -2.5635 0.7064 2.0204 0.1 0.0 -0.1 -0.414
C 0.3707 0.6967 0.8907 -0.3 0.2 0.5 -0.237
C -2.3749 -3.1947 -0.4217 0.0 0.0 0.0 -0.240
C 3.4351 -1.9267 0.2995 0.3 -0.3 0.1 0.058
C 3.1805 0.2538 -0.3188 0.2 0.0 -0.1 0.224
C 2.2583 1.4293 -0.5534 0.3 0.3 -0.1 -0.099
H -2.1564 3.5856 0.4044 0.0 0.1 0.0 0.206
H 0.8954 -3.8239 -0.8120 0.1 -0.1 0.0 0.217
H -0.3889 -4.9619 -0.3699 0.0 -0.1 0.0 0.216
H 6.4235 -0.6567 -0.5778 0.1 0.0 0.0 0.218
H -3.5918 0.5688 1.6913 -0.1 -0.1 0.0 0.201
H -2.5626 3.4392 2.1324 0.0 0.0 0.0 0.163
H -3.9427 0.3269 -2.4827 -0.1 0.1 -0.1 0.215
H -1.7933 1.0776 -2.2055 0.3 0.0 0.1 0.422
H -0.2010 -0.2308 0.8557 0.2 0.0 0.2 0.236
H 2.5050 2.3881 1.3898 0.0 0.0 0.1 0.204
H 5.4044 -2.7810 0.2527 0.0 -0.1 0.0 0.221
H 1.2395 0.5218 1.5222 -0.1 0.0 0.0 0.224
H -3.7180 1.0365 -0.8805 0.0 0.2 0.0 0.226
H -3.6464 2.7714 0.8972 -0.1 0.0 0.0 0.197
H 2.9365 -2.8215 0.6493 0.1 -0.1 0.0 0.191
H -0.3573 1.8381 2.5832 0.0 0.1 0.0 0.169
H -4.3617 -2.4518 -0.6553 -0.1 0.0 0.0 0.207
H 4.9478 1.3018 -0.9570 0.0 0.1 0.0 0.219
H -2.7050 -4.1819 -0.1334 0.0 -0.1 0.0 0.207
H 1.9799 3.4659 0.0844 0.0 0.1 0.0 0.228
H -4.9384 -0.2219 -1.1375 -0.1 0.0 0.0 0.221
H -2.0584 -0.2554 1.9612 0.0 -0.1 0.0 0.204
H 0.3062 -3.8927 0.8481 0.1 -0.1 0.1 0.216
H 0.4352 -1.4232 -0.9729 0.1 0.1 0.0 0.239
H 2.3875 1.7485 -1.5969 0.0 -0.1 0.3 0.272
H 3.6519 2.9185 0.1599 0.1 0.0 0.0 0.217
H -0.1597 2.7719 1.0889 0.0 0.0 0.1 0.207
H -2.5720 1.0346 3.0728 0.0 0.0 0.0 0.162

---

(4)
51
Properties=species:S:1:pos:R:3:forces:R:3:nbo_charge:R:1 method="wB97M-V/def2-TZVPD" total_energy_ha=-983.9254 total_charge=+1 e_homo_ev=-10.4 de_lowest_ev=0.124 lumo_energy_ev=-2.50 smiles=O[C@H](C[NH2+]C1CCCCCC1)COc1cccc2ccccc12
O -0.4787 -0.8605 1.4388 0.1 0.0 0.2 -0.566
O -0.1646 -1.6793 -1.0852 0.3 -0.4 0.0 -0.727
N -0.2096 0.6078 -2.2291 0.3 -0.3 -0.1 -0.531
C 0.2652 1.7259 -6.5242 -0.3 0.1 -0.1 -0.395
C 2.1599 -0.6077 5.4409 0.2 0.1 0.0 -0.165
C -1.3921 -1.5515 4.9587 0.2 0.0 0.3 -0.190
C -0.2322 3.0276 -5.9021 0.4 -0.1 0.0 -0.395
C -0.4483 -1.0235 2.8156 -0.1 -0.1 0.1 0.377
C -0.4572 0.4679 -6.0437 0.3 0.0 0.0 -0.404
C -0.2154 3.0494 -4.3737 -0.3 0.1 -0.2 -0.412
C -1.6644 -1.1657 0.7436 -0.1 -0.1 -0.3 -0.095
C 3.1229 -0.0770 3.3069 -0.1 0.0 -0.2 -0.203
C 0.9188 -0.8830 4.8306 -0.1 0.0 -0.4 -0.065
C -1.5219 -1.4176 3.5662 0.1 0.1 -0.6 -0.326
C -0.0784 0.0787 -4.6105 -0.3 0.0 -0.1 -0.429
C -1.0270 0.5475 -0.9990 -0.3 -0.3 0.6 -0.263
C -1.3181 -0.9525 -0.7313 -0.3 0.4 0.3 0.074
C 1.9338 -0.3355 2.6837 0.1 0.0 -0.1 -0.215
C -0.9535 0.7203 -3.5299 -0.2 0.1 -0.5 -0.027
C 3.2374 -0.2140 4.6976 -0.1 -0.1 0.3 -0.203
C -0.2055 -1.2923 5.5789 -0.3 -0.1 0.0 -0.191
C 0.8055 -0.7434 3.4236 0.0 0.0 0.1 -0.045
C -1.3231 2.1845 -3.7639 0.1 0.0 0.1 -0.433
H 3.9825 0.2333 2.7316 0.0 0.0 -0.1 0.218
H -2.4779 -1.6311 3.1151 -0.1 0.0 -0.1 0.219
H -2.2531 -1.8646 5.5283 -0.1 0.0 0.1 0.225
H 0.4732 1.3701 -2.1986 0.0 -0.2 0.1 0.433
H -2.4893 -0.5065 1.0403 0.0 -0.1 0.0 0.197
H 0.3550 -1.8179 -0.2772 0.0 0.0 0.0 0.509
H -0.1472 -1.0053 -4.4997 0.1 0.0 0.1 0.230
H 1.3345 1.6143 -6.3301 0.1 0.0 0.0 0.197
H -1.9602 -2.2093 0.9088 0.0 0.1 0.0 0.209
H -1.5362 0.5909 -6.1320 -0.1 -0.1 -0.1 0.205
H -0.1088 -1.3962 6.6485 0.0 0.0 0.1 0.222
H -2.1889 2.2232 -4.4247 -0.1 0.0 0.1 0.238
H 4.1832 -0.0067 5.1742 0.1 0.0 0.1 0.224
H 1.8454 -0.2302 1.6120 0.0 0.0 -0.1 0.197
H -0.3750 4.0798 -4.0530 0.1 0.0 0.1 0.232
H -2.1337 -1.3070 -1.3691 0.0 0.0 0.1 0.199
H -0.4511 0.9400 -0.1580 0.0 0.0 -0.2 0.244
H -1.2493 3.2283 -6.2433 -0.1 0.1 0.0 0.202
H 0.3975 3.8392 -6.2691 -0.1 0.1 0.0 0.225
H -0.1701 -0.3530 -6.7014 -0.1 0.0 0.0 0.232
H 0.7708 2.7493 -4.0115 0.2 0.1 0.1 0.184
H -1.8704 0.1351 -3.4194 0.1 0.0 0.1 0.218
H 0.1425 1.8032 -7.6049 0.1 0.0 0.0 0.227
H 0.9659 0.3585 -4.4542 0.1 0.0 0.1 0.205
H -1.9479 1.1181 -1.1047 0.1 0.1 -0.1 0.232
H -1.6438 2.6143 -2.8117 -0.1 0.0 0.0 0.214
H 2.2417 -0.7155 6.5120 0.0 0.0 0.1 0.220
H 0.2909 -0.3152 -2.1975 0.0 0.6 -0.1 0.470